Record 1
ORCA calculation (wB97M-V/def2-TZVPD) on a molecular structure, C60H48N2O3P2RbS.

The value obtained for the orbital gap is 7.8 eV. The multiplicity is 1. Its net charge is +1. For the energy above the lowest of the compared OMol25 structures with the same formula, charge and spin, the calculation gives 0.00 kcal per mole.

```
117
C60H48N2O3P2RbS wB97M-V/def2-TZVPD
Rb -0.58749 -1.22774 -0.00669
O 2.06126 -0.97772 0.43013
S 2.08305 0.34452 -0.27536
C 2.70973 1.64787 0.83167
C 3.34008 2.66346 0.14632
C 4.03398 3.71867 0.76451
C 4.13919 3.68915 2.12377
C 4.90819 4.57100 3.07123
C 4.55444 4.03814 4.47971
C 3.64445 2.86476 4.23255
C 3.02178 2.02470 5.10780
C 2.10518 1.10204 4.57252
C 1.84902 0.94448 3.22451
P 0.34652 -0.01227 2.81657
C 0.50621 -1.50931 3.83855
C -0.19246 -1.71659 5.02595
C -0.04179 -2.90459 5.72768
C 0.81313 -3.88898 5.25515
C 1.51757 -3.68574 4.07628
C 1.36122 -2.50628 3.36546
C -1.01252 0.94060 3.56431
C -0.88025 2.24410 4.03506
C -2.00123 2.97286 4.41483
C -3.26399 2.40942 4.33363
C -3.40665 1.11073 3.85912
C -2.29312 0.38914 3.46499
C 2.62045 1.69715 2.26910
C 3.43857 2.69879 2.84424
C 3.44626 0.21420 -1.42405
C 4.68658 0.10356 -0.83466
C 5.88560 0.08783 -1.56039
C 5.79781 0.23659 -2.91671
C 6.87857 0.33441 -3.95842
C 6.12483 0.48410 -5.30132
C 4.66694 0.41735 -4.93224
C 3.54544 0.44297 -5.70208
C 2.30349 0.26036 -5.06218
C 2.13079 0.12363 -3.69908
P 0.43632 -0.29811 -3.10381
C -0.60845 -0.21733 -4.59594
C -0.63532 -1.20805 -5.57920
C -1.46403 -1.07845 -6.68104
C -2.26742 0.04644 -6.81955
C -2.24479 1.03778 -5.85160
C -1.42345 0.90301 -4.74119
C 0.55239 -2.11944 -2.85409
C 1.75968 -2.80336 -2.74941
C 1.78202 -4.15642 -2.42883
C 0.60152 -4.84852 -2.21749
C -0.61382 -4.18244 -2.32861
C -0.63804 -2.83533 -2.63440
C 3.29404 0.22757 -2.84818
C 4.52996 0.29755 -3.53159
H 3.35870 2.62499 -0.93629
H 4.51263 4.47675 0.15937
H 4.63776 5.62002 2.94675
H 5.97823 4.49464 2.87097
H 4.04292 4.79355 5.07833
H 5.44118 3.73926 5.03969
H 3.16317 2.09268 6.17827
H 1.52314 0.50801 5.26837
H -0.85863 -0.95023 5.40370
H -0.58968 -3.05668 6.64849
H 0.93331 -4.81291 5.80530
H 2.19097 -4.44908 3.70826
H 1.91165 -2.34454 2.44460
H 0.09716 2.70222 4.10897
H -1.87913 3.98415 4.78138
H -4.13436 2.97559 4.63942
H -4.38851 0.65952 3.78814
H -2.42550 -0.61147 3.06480
H 4.73548 0.06034 0.24673
H 6.83449 -0.00076 -1.04909
H 7.51013 -0.55494 -3.94263
H 7.52952 1.18673 -3.75900
H 6.38564 -0.30800 -6.00420
H 6.35660 1.43058 -5.79201
H 3.58191 0.54539 -6.77850
H 1.43268 0.19622 -5.69973
H -0.00463 -2.08266 -5.47793
H -1.48085 -1.85323 -7.43624
H -2.91117 0.14725 -7.68321
H -2.87158 1.91368 -5.95446
H -1.41856 1.67125 -3.97647
H 2.69577 -2.28710 -2.91554
H 2.73199 -4.66832 -2.34841
H 0.62560 -5.90253 -1.97482
H -1.54587 -4.71415 -2.18225
H -1.59380 -2.32338 -2.71474
O -7.91866 -3.38054 0.92467
C -7.02676 -3.80029 -0.09581
C -5.69658 -3.15965 0.18591
C -4.59810 -3.89861 0.59509
C -3.41357 -3.22681 0.85737
N -3.27003 -1.91323 0.74600
C -4.32832 -1.19161 0.35963
C -5.55221 -1.78270 0.07121
C -4.12663 0.28144 0.29494
C -5.17767 1.15259 0.56253
C -4.94691 2.52093 0.55983
C -6.04314 3.49516 0.91397
O -7.34223 2.97801 0.72543
C -3.66330 2.96127 0.27072
C -2.68017 2.02083 0.01265
N -2.88936 0.70920 0.02547
H -8.78862 -3.75643 0.75849
H -7.38527 -3.47686 -1.07977
H -6.92041 -4.88926 -0.10931
H -4.65578 -4.97214 0.71424
H -2.53878 -3.78032 1.18728
H -6.39022 -1.17956 -0.25094
H -6.16102 0.77829 0.81040
H -5.89522 4.43090 0.36566
H -5.96533 3.73234 1.97778
H -7.54833 2.97682 -0.21456
H -3.42030 4.01604 0.25009
H -1.66688 2.33902 -0.21249
```



Record 2
ORCA calculation (wB97M-V/def2-TZVPD) on a molecular structure, C60H49N6NiO2Si.

The value obtained for the orbital gap (spin up / spin down) is 5.3 / 6.1 eV. The multiplicity is 3. Its net charge is -1. Its expectation value of S² is 2.009.

```
119
C60H49N6NiO2Si wB97M-V/def2-TZVPD
Ni -0.57942 -0.09799 0.47690
N 9.77324 0.86255 1.43502
C 8.62430 0.81870 1.39746
C 7.20233 0.74708 1.32446
C 6.60903 -0.29466 0.60414
C 5.23558 -0.35965 0.49845
C 4.41749 0.59822 1.10798
C 5.02141 1.61514 1.84542
C 6.39690 1.69849 1.95005
C 2.94449 0.49429 0.95298
C 2.18822 0.26613 2.11326
C 2.72319 0.15421 3.43080
C 1.69100 -0.27190 4.23506
C 0.56694 -0.40220 3.39080
N 0.84539 -0.07675 2.13427
C 2.46780 0.42937 -0.35987
C 3.25561 0.61982 -1.53830
C 2.47832 0.20540 -2.58931
C 1.24502 -0.19928 -2.03332
N 1.20161 -0.01890 -0.72239
H 7.23375 -1.04092 0.13148
H 4.77342 -1.16471 -0.05553
H 4.39671 2.36381 2.31512
H 6.86224 2.50425 2.50200
H 3.74214 0.35123 3.72283
H 1.71845 -0.46726 5.29562
H -0.41285 -0.75103 3.68282
H 4.25367 1.02467 -1.58310
H 2.73235 0.19362 -3.63818
H 0.42319 -0.63771 -2.56821
C -2.21521 2.85298 3.32810
N -2.04191 1.60194 2.60385
C -2.66950 0.63493 3.14993
C -2.65959 -0.72893 2.73715
C -3.30902 -1.77758 3.41109
C -2.96860 -2.94896 2.75352
C -2.12915 -2.56903 1.70658
N -1.93788 -1.24088 1.66076
C -3.61528 3.44043 3.26615
C -3.92142 4.55109 4.04930
C -5.18516 5.11748 4.02530
C -6.17631 4.58049 3.21342
C -5.88469 3.47260 2.43357
C -4.61688 2.90758 2.46389
H -1.51293 3.58842 2.94274
H -1.96486 2.70083 4.38860
H -3.25216 0.83346 4.05941
H -3.93780 -1.67194 4.28312
H -3.28123 -3.95559 2.98710
H -1.68334 -3.23083 0.97882
H -3.15705 4.97762 4.69066
H -5.40443 5.97321 4.65333
H -7.16832 5.01539 3.20094
H -6.64180 3.04094 1.78981
H -4.41205 2.04804 1.84330
C -6.31814 0.57270 -1.72743
C -5.61855 1.54071 -2.43556
C -4.25989 1.71600 -2.21413
C -3.57511 0.95103 -1.26379
C -4.28992 -0.02181 -0.56786
C -5.64636 -0.21368 -0.80242
Si -1.67791 1.21521 -1.06092
C -1.22696 3.07347 -0.82420
C -2.14678 4.11280 -0.95720
C -1.75394 5.44117 -0.83770
C -0.42908 5.75334 -0.57395
C 0.50458 4.73149 -0.45133
C 0.10804 3.40847 -0.58065
C -1.27303 1.11613 -2.96468
C -0.53154 2.09875 -3.62580
C -0.28029 2.02707 -4.99107
C -0.76017 0.96069 -5.73479
C -1.50463 -0.02603 -5.09998
C -1.76332 0.05954 -3.74067
H -7.37724 0.42794 -1.90626
H -6.12688 2.16276 -3.16430
H -3.71152 2.44464 -2.80044
H -3.76589 -0.64112 0.15218
H -6.18095 -0.98193 -0.25512
H -3.18847 3.89029 -1.14941
H -2.48679 6.23167 -0.95536
H -0.12095 6.78774 -0.47425
H 1.54324 4.96715 -0.24698
H 0.84329 2.61649 -0.47740
H -0.14298 2.93721 -3.06434
H 0.29046 2.81373 -5.47241
H -0.55377 0.89541 -6.79684
H -1.88636 -0.86420 -5.67359
H -2.33767 -0.71962 -3.25185
C 3.08750 -3.16391 -3.11500
O 2.79928 -3.11480 -1.73320
C 3.57636 -3.79258 -0.87838
C 4.77194 -4.40273 -1.23501
C 5.57294 -5.00961 -0.27825
C 5.19416 -5.00021 1.05186
C 3.99278 -4.41450 1.41409
C 3.15611 -3.82936 0.47012
N 1.97213 -3.22135 0.93677
C 0.79402 -2.96365 0.36017
C 0.13748 -3.56278 -0.70461
C 0.44100 -4.87082 -1.16915
C -0.29532 -5.46906 -2.14323
C -1.37857 -4.76736 -2.72992
C -1.70993 -3.51075 -2.32578
C -0.97856 -2.81860 -1.29916
O -1.29375 -1.63270 -1.01075
H 2.24810 -2.67205 -3.60176
H 3.15925 -4.19758 -3.46649
H 4.01078 -2.62804 -3.35272
H 5.10326 -4.37979 -2.26382
H 6.50328 -5.47505 -0.57581
H 5.82772 -5.44196 1.80884
H 3.68374 -4.41319 2.45289
H 2.06394 -2.79638 1.85287
H 0.25025 -2.18965 0.87456
H 1.24692 -5.41366 -0.68795
H -0.07325 -6.48077 -2.45702
H -1.95678 -5.24416 -3.51287
H -2.54632 -2.98595 -2.76993
```



Number 1: calculated total energy -102186.74147 eV. Number 2: calculated total energy -124972.95527 eV.